# 1
{
  "formula": "C20H45BNO9S",
  "method": "ωB97M-V/def2-TZVPD",
  "e_tot_ev": -52900.55955,
  "homo_ev": -5.0,
  "spin_multiplicity": 1,
  "charge": -1,
  "symbols": ["C", "B", "C", "C", "N", "O", "C", "C", "C", "O", "O", "C", "C", "S", "O", "O", "O", "H", "H", "H", "H", "H", "H", "H", "H", "H", "H", "H", "H", "H", "H", "H", "C", "C", "O", "C", "C", "H", "H", "H", "H", "H", "H", "H", "H", "H", "H", "C", "C", "O", "C", "C", "H", "H", "H", "H", "H", "H", "H", "H", "H", "H", "C", "C", "O", "C", "C", "H", "H", "H", "H", "H", "H", "H", "H", "H", "H"],
  "positions_angstrom": [[-4.156, -2.865, 6.578], [-3.706, -1.352, 7.039], [-4.842, -0.732, 8.098], [-4.260, 0.108, 9.186], [-3.630, -0.311, 10.209], [-2.335, -1.406, 7.639], [-1.548, -0.360, 7.171], [-0.172, -0.958, 6.785], [0.965, -0.261, 7.462], [1.064, 0.945, 7.611], [1.923, -1.095, 7.929], [-2.391, 0.369, 6.058], [-1.788, 0.528, 4.672], [-0.271, 1.470, 4.587], [0.716, 0.661, 3.898], [-0.485, 2.796, 4.061], [-3.473, -0.506, 5.839], [-5.235, -3.019, 6.636], [-3.827, -3.038, 5.553], [-3.699, -3.606, 7.235], [-5.566, -0.114, 7.560], [-5.396, -1.559, 8.541], [-4.378, 1.189, 9.081], [-3.580, -1.328, 10.162], [-1.412, 0.346, 7.996], [-0.191, -1.981, 7.149], [0.014, -1.020, 5.715], [2.498, -0.551, 8.479], [-2.789, 1.296, 6.479], [-1.638, -0.427, 4.185], [-2.493, 1.091, 4.063], [0.119, 1.553, 5.885], [2.625, 2.923, 2.068], [1.727, 3.917, 1.358], [2.155, 4.243, 0.039], [2.206, 3.157, -0.861], [0.864, 2.481, -1.091], [3.665, 3.256, 2.044], [2.309, 2.813, 3.103], [2.580, 1.935, 1.610], [1.725, 4.862, 1.900], [0.693, 3.559, 1.350], [2.952, 2.422, -0.537], [2.568, 3.578, -1.802], [0.510, 1.967, -0.197], [0.948, 1.741, -1.889], [0.108, 3.218, -1.371], [1.802, 0.485, -6.757], [0.662, 1.421, -7.119], [-0.340, 1.518, -6.126], [0.087, 2.015, -4.870], [0.642, 3.429, -4.923], [1.418, -0.493, -6.463], [2.468, 0.353, -7.611], [2.398, 0.872, -5.928], [0.150, 1.044, -8.006], [1.046, 2.415, -7.376], [0.813, 1.333, -4.416], [-0.798, 2.001, -4.234], [1.583, 3.477, -5.474], [0.829, 3.795, -3.913], [-0.067, 4.098, -5.414], [-0.151, -3.846, -9.313], [1.049, -2.929, -9.487], [1.970, -2.980, -8.416], [2.577, -4.235, -8.178], [3.403, -4.750, -9.345], [-0.627, -3.670, -8.348], [-0.880, -3.663, -10.102], [0.131, -4.899, -9.359], [0.710, -1.893, -9.524], [1.554, -3.131, -10.440], [1.826, -4.976, -7.882], [3.224, -4.082, -7.315], [2.781, -5.005, -10.205], [3.947, -5.648, -9.052], [4.121, -3.994, -9.666]],
  "lowdin_charge": [-0.018, -0.832, -0.087, -0.305, 0.058, -0.011, -0.267, -0.024, -0.493, 0.060, 0.109, -0.297, -0.189, 0.694, -0.376, -0.366, -0.007, 0.034, 0.041, 0.044, 0.088, 0.087, 0.091, 0.037, 0.143, 0.133, 0.115, 0.116, 0.151, 0.115, 0.110, 0.071, -0.078, -0.269, -0.164, -0.291, -0.079, 0.079, 0.060, 0.069, 0.119, 0.105, 0.107, 0.109, 0.072, 0.064, 0.081, -0.079, -0.285, -0.159, -0.285, -0.072, 0.080, 0.076, 0.066, 0.113, 0.106, 0.101, 0.120, 0.068, 0.062, 0.083, -0.079, -0.283, -0.168, -0.282, -0.082, 0.084, 0.076, 0.065, 0.114, 0.107, 0.108, 0.119, 0.065, 0.075, 0.081]
}



# 2
{
  "formula": "C26H30N10O2SSe3TbTe",
  "method": "ωB97M-V/def2-TZVPD",
  "e_tot_ev": -283045.48214,
  "homo_ev": [-9.1, -9.1],
  "e_above_lowest_kj_mol": 0.0,
  "s2": 12.676,
  "spin_multiplicity": 7,
  "charge": 1,
  "symbols": ["Tb", "Se", "Se", "Te", "Se", "O", "C", "O", "C", "C", "C", "C", "C", "C", "N", "C", "C", "C", "C", "C", "C", "N", "H", "H", "H", "H", "H", "H", "H", "H", "H", "H", "N", "C", "N", "C", "N", "C", "C", "N", "C", "C", "N", "H", "H", "H", "H", "H", "C", "C", "C", "C", "N", "N", "H", "H", "H", "H", "H", "H", "H", "H", "H", "H", "H", "H", "S", "C", "C", "N", "C", "H", "H", "H"],
  "positions_angstrom": [[-0.269, -1.008, -0.969], [1.057, -1.398, -3.573], [-0.438, -0.907, -5.311], [-0.900, 1.459, -4.716], [-1.512, 1.187, -2.304], [2.959, 6.205, -2.129], [2.843, 5.566, -0.979], [2.976, 6.162, 0.044], [2.594, 4.094, -1.024], [2.146, 3.349, -2.110], [1.943, 1.967, -2.002], [2.233, 1.389, -0.752], [2.816, 2.115, 0.293], [2.965, 3.465, 0.167], [2.049, -0.043, -0.621], [3.090, -0.812, -0.604], [2.955, -2.268, -0.732], [4.053, -3.083, -0.875], [3.897, -4.419, -1.214], [2.579, -4.899, -1.343], [1.520, -4.037, -1.124], [1.697, -2.764, -0.856], [3.096, 5.603, -2.882], [1.892, 3.874, -3.095], [1.623, 1.302, -2.817], [3.085, 1.664, 1.222], [3.371, 4.085, 0.987], [4.091, -0.421, -0.680], [5.053, -2.632, -0.757], [4.710, -5.143, -1.332], [2.370, -5.938, -1.603], [0.500, -4.413, -1.185], [-4.365, -0.146, 1.136], [-3.604, -0.131, 0.014], [-2.503, -0.854, 0.222], [-2.613, -1.142, 1.584], [-3.737, -0.809, 2.128], [-1.584, -1.940, 2.233], [-1.615, -2.391, 3.576], [-0.644, -3.079, 4.132], [0.331, -3.402, 3.315], [0.385, -3.060, 2.001], [-0.567, -2.269, 1.474], [-5.269, 0.254, 1.195], [-3.931, 0.346, -0.880], [-2.464, -2.165, 4.199], [1.123, -3.991, 3.698], [1.145, -3.454, 1.285], [-0.584, 3.883, 1.042], [-1.497, 2.927, 1.799], [-2.937, 3.415, 1.846], [-0.999, 2.484, 3.165], [-1.585, 1.609, 1.025], [-0.357, 0.876, 0.912], [-0.337, 4.766, 1.607], [-0.989, 4.171, 0.119], [0.392, 3.394, 0.802], [-2.960, 4.286, 2.475], [-3.602, 2.659, 2.295], [-3.319, 3.711, 0.872], [-0.949, 3.277, 3.891], [0.020, 2.063, 2.970], [-1.673, 1.682, 3.471], [-1.884, 1.786, 0.051], [-0.193, 0.459, 1.821], [0.417, 1.491, 0.678], [-3.171, -5.173, -1.806], [-3.326, -3.907, -2.984], [-2.407, -2.923, -2.699], [-1.657, -3.134, -1.576], [-1.977, -4.227, -0.949], [-3.830, -4.048, -3.919], [-2.212, -2.037, -3.299], [-1.516, -4.560, -0.046]],
  "lowdin_charge": [1.092, -0.084, -0.170, 0.321, -0.151, 0.146, -0.516, 0.134, -0.134, 0.009, -0.050, -0.290, -0.040, -0.021, -0.023, -0.039, -0.274, 0.003, -0.003, -0.004, -0.168, -0.054, 0.118, 0.148, 0.017, 0.117, 0.144, 0.146, 0.137, 0.128, 0.124, 0.096, 0.069, -0.151, -0.008, -0.334, 0.162, -0.202, -0.029, 0.126, -0.118, -0.088, 0.056, 0.156, 0.095, 0.124, 0.110, 0.109, -0.011, -0.584, -0.035, -0.029, -0.086, -0.057, 0.096, 0.070, 0.069, 0.085, 0.082, 0.087, 0.089, 0.085, 0.085, -0.018, 0.075, 0.038, 1.048, -0.333, -0.256, -0.156, -0.465, 0.077, 0.043, 0.068]
}